The following is a quantum chemistry calculation of a 7-piece molecular cluster, C14H28Br14 overall, from the OMol25 dataset.

Calculated values
* E_tot: -36586.40845 Ha
* maximum force: 2.24 eV/Å
* frontier orbital gap: 10.06 eV
* SMILES: BrCCBr.BrCCBr.BrCCBr.BrCCBr.BrCCBr.BrCCBr.BrCCBr
* E_LUMO: 0.001 Eh
* energy above the lowest of the compared OMol25 structures with the same formula, charge and spin: 1.665 eV

```
! wB97M-V def2-TZVPD RIJCOSX def2/J DEFGRID3
* xyz 0 1
Br -4.97441 4.44780 3.08141
C -4.11997 4.39715 1.25578
C -2.71900 3.82322 1.24843
Br -1.73277 4.28090 -0.38242
H -4.16364 5.43566 0.92761
H -4.85644 3.80322 0.71453
H -2.50702 2.75527 1.29992
H -2.10128 4.24488 2.04135
Br 1.14499 3.41225 1.68560
C 1.63877 1.91534 2.94858
C 2.92260 2.28835 3.62170
Br 3.30714 0.87981 4.91442
H 1.79144 1.02922 2.33247
H 0.78469 1.84620 3.62227
H 2.98106 3.25963 4.11291
H 3.71406 2.27051 2.87246
Br 0.34626 -2.28886 -0.71605
C -0.47368 -0.62352 -1.45396
C 0.20094 0.44410 -0.53639
Br -0.81699 0.50887 1.17887
H -1.54628 -0.73672 -1.29644
H -0.28025 -0.60758 -2.52654
H 0.05386 1.44711 -0.93693
H 1.23726 0.27895 -0.24167
Br -2.10325 3.36201 -7.35266
C -2.11287 1.64517 -6.34606
C -2.83434 1.85110 -5.00083
Br -2.64727 0.30082 -3.85425
H -1.06277 1.38668 -6.20982
H -2.64890 0.79883 -6.77558
H -3.89999 2.06165 -5.09102
H -2.41963 2.72191 -4.49307
Br 0.43425 -7.03033 -3.57781
C 0.18274 -7.12002 -1.61499
C 0.98528 -5.95393 -1.03644
Br 1.01794 -6.26477 0.97199
H 0.55252 -8.08348 -1.26412
H -0.88298 -7.12558 -1.38629
H 0.52194 -4.96733 -1.03131
H 2.01779 -5.80515 -1.35245
Br 5.37423 3.69174 -1.55432
C 4.48916 2.42090 -0.17484
C 4.89915 1.02229 -0.55370
Br 3.87553 -0.17730 0.64562
H 3.43230 2.61532 0.00783
H 5.09699 2.61534 0.70880
H 5.94824 0.74612 -0.44769
H 4.63728 0.64603 -1.54261
Br 0.36038 -1.88971 4.42653
C -1.11114 -2.51422 3.22730
C -2.05237 -3.51322 3.87176
Br -3.72166 -3.61712 2.85271
H -0.54314 -3.07554 2.48542
H -1.58407 -1.63851 2.78283
H -2.43709 -3.14271 4.82192
H -1.59560 -4.47872 4.08919
*
```